Record 1
Entry from OMol25: a gas-phase ion, C7H11N4 (charge +1) (ωB97M-V/def2-TZVPD).

Computed properties:
Energy relative to the best compared isomer or geometry (same formula, charge and spin) in eV: 2.688
SMILES: c1ccn([NH+]=C2NCCN2)c1
HOMO level in eV: -12.07
Charge: +1
LUMO energy in eV: -2.93
2S+1: 1

Bonds (Å) are listed after each position.
Positions of all 22 atoms, in Å:
1 C -1.536 -3.345 -0.484  C2 1.460, C3 1.377, H12 0.988
2 C -2.557 -2.302 -0.519  C1 1.460, C4 1.374, H13 1.021
3 C -0.333 -2.676 -0.519  C1 1.377, N8 1.386, H14 1.055
4 C -1.928 -1.081 -0.501  C2 1.374, N8 1.407, H15 1.030
5 C 0.683 0.730 -0.094  N9 1.341, N10 1.322, N11 1.400
6 C 1.521 2.814 0.371  C7 1.510, N9 1.497, H16 1.115, H17 1.033
7 C 1.114 2.083 1.628  C6 1.510, N10 1.392, H18 1.130, H19 1.080
8 N -0.543 -1.310 -0.607  C3 1.386, C4 1.407, N11 1.351
9 N 1.529 1.652 -0.573  C5 1.341, C6 1.497, H20 1.077
10 N 0.410 0.970 1.177  C5 1.322, C7 1.392, H21 1.029
11 N 0.390 -0.377 -0.899  C5 1.400, N8 1.351, H22 1.030
12 H -1.746 -4.306 -0.387  C1 0.988
13 H -3.540 -2.577 -0.482  C2 1.021
14 H 0.603 -3.091 -0.775  C3 1.055
15 H -2.230 -0.124 -0.731  C4 1.030
16 H 0.729 3.512 0.014  C6 1.115
17 H 2.458 3.248 0.383  C6 1.033
18 H 2.009 1.678 2.185  C7 1.130
19 H 0.633 2.726 2.350  C7 1.080
20 H 1.516 1.784 -1.642  N9 1.077
21 H -0.331 0.477 1.693  N10 1.029
22 H 1.150 -0.482 -1.587  N11 1.030

---

Record 2
Entry from OMol25: a gas-phase ion, C7H11N4 (charge +1) (ωB97M-V/def2-TZVPD).

Computed properties:
Expectation value of S²: 2.02
Energy relative to the best compared isomer or geometry (same formula, charge and spin) in eV: 2.592
HOMO level (spin up / spin down) in eV: -7.11 / -13.30
Charge: +1
LUMO energy (spin up / spin down) in eV: -2.81 / -6.64
2S+1: 3

Bonds (Å) are listed after each position.
Positions of all 22 atoms, in Å:
1 C -0.080 0.035 -0.378  C2 1.415, C3 1.593, C7 1.486
2 C -0.195 1.382 0.040  C1 1.415, C6 1.499, N8 1.320
3 C -1.584 -0.436 -0.153  C1 1.593, N9 1.365, N10 1.367
4 C -3.597 0.602 0.393  C5 1.377, N9 1.382, H12 1.092
5 C -3.839 -0.680 -0.048  C4 1.377, N10 1.430, H13 1.105
6 C 0.845 2.451 -0.115  C2 1.499, H14 1.094, H15 1.046, H16 1.016
7 C 1.050 -0.809 -0.846  C1 1.486, N11 1.610, H17 1.027, H18 1.031
8 N -1.406 1.758 0.407  C2 1.320, N9 1.360
9 N -2.219 0.670 0.336  C3 1.365, C4 1.382, N8 1.360
10 N -2.603 -1.320 -0.379  C3 1.367, C5 1.430, H19 1.017
11 N 2.074 -1.263 0.311  C7 1.610, H20 1.019, H21 1.122, H22 0.953
12 H -4.235 1.377 0.822  C4 1.092
13 H -4.747 -1.214 -0.380  C5 1.105
14 H 1.495 2.239 -0.970  C6 1.094
15 H 0.198 3.273 -0.109  C6 1.046
16 H 1.411 2.521 0.726  C6 1.016
17 H 0.766 -1.752 -1.136  C7 1.027
18 H 1.668 -0.328 -1.517  C7 1.031
19 H -2.667 -2.217 -0.853  N10 1.017
20 H 1.673 -1.911 0.988  N11 1.019
21 H 2.555 -0.397 0.837  N11 1.122
22 H 2.795 -1.687 -0.145  N11 0.953